# 1
Entry from the OMol25 dataset: C5H9NO in the gas phase (ωB97M-V/def2-TZVPD).

Last column: Mulliken charge in e.
Atoms and positions in Å:
1 C -0.742686 0.933856 -1.616214  -1.40
2 C -0.045361 -0.184591 -0.857184  0.31
3 C 1.448325 -0.141259 -0.615921  -0.49
4 C 1.116044 -0.408438 0.836339  -0.55
5 C -0.260314 0.056171 0.867799  0.22
6 N -1.289867 -0.198323 1.713860  -0.47
7 O -0.865197 -1.216192 2.607155  -0.36
8 H -0.497254 0.898619 -2.687340  0.37
9 H -0.421152 1.904394 -1.227881  0.34
10 H -1.828291 0.857797 -1.505760  0.34
11 H -0.359800 -1.172235 -1.209939  0.35
12 H 2.014793 -0.952830 -1.088802  0.24
13 H 1.948943 0.813256 -0.835514  0.25
14 H -0.210520 1.158983 0.874369  0.15
15 H 1.576287 -1.150063 1.488745  0.36
16 H -1.583951 -1.199146 3.256289  0.35

Cartesian forces, eV/Å:
C 0.1746 -0.1423 -0.1717
C -1.3534 0.5805 0.3622
C 0.1729 -0.3080 0.6569
C 1.3263 -0.6687 0.7149
C 1.2485 0.9930 -2.0305
N -0.4076 -1.3676 1.0544
O -0.5754 0.7054 -0.5012
H -0.0519 -0.0240 0.1953
H -0.0507 -0.0624 -0.0909
H 0.1351 0.0137 -0.0258
H -0.0855 0.1662 0.4750
H -0.1304 0.2083 0.0073
H -0.2238 -0.1373 0.0785
H -0.2079 0.0835 -0.3473
H -0.1455 0.1570 -0.2378
H 0.1746 -0.1973 -0.1392

As for the multiplicity: 1. Its total charge is 0. The calculation puts the energy above the lowest of the compared OMol25 structures with the same formula, charge and spin at 147.0 kcal/mol. As for the HOMO energy (alpha / beta): -8.194 / -7.301 eV. Its LUMO energy (alpha / beta) is 0.70 / 0.13 eV. The value obtained for the frontier orbital gap (alpha / beta) is 8.893 / 7.435 eV. As for the maximum force: 2.582 eV/Å.

# 2
Entry from the OMol25 dataset: CH2ClPSi in the gas phase (ωB97M-V/def2-TZVPD).

Last column: Mulliken charge in e.
Atoms and positions in Å:
1 C -0.038560 0.469852 -1.009423  0.18
2 Si -0.207121 -0.275240 1.477848  0.13
3 P -0.260263 1.696410 -0.018380  -0.12
4 Cl 0.472874 0.242628 -2.584394  -0.09
5 H -1.090676 -1.185927 0.663510  -0.04
6 H 1.123746 -0.947724 1.470839  -0.05

Cartesian forces, eV/Å:
C 0.4494 0.7491 0.8347
Si -0.3622 0.3001 -1.8843
P -0.1387 -0.2287 0.6607
Cl -0.1625 -0.7420 0.0284
H 0.1021 -0.1262 0.4239
H 0.1119 0.0478 -0.0635

As for the multiplicity: 1. Its total charge is 0. The calculation puts the energy above the lowest of the compared OMol25 structures with the same formula, charge and spin at 76.7 kcal/mol. As for the HOMO energy (alpha / beta): -8.236 / -8.236 eV. Its LUMO energy (alpha / beta) is -1.14 / -1.14 eV. The value obtained for the frontier orbital gap (alpha / beta) is 7.092 / 7.095 eV. As for the maximum force: 1.942 eV/Å. As for the SMILES: [SiH2]=P#CCl.

# 3
Entry from the OMol25 dataset: a molecular structure, C43H45BrN7O6RuS2 (ωB97M-V/def2-TZVPD).

Last column: Mulliken charge in e.
Atoms and positions in Å:
1 Ru 0.264305 1.666790 0.603966  1.28
2 C -5.159995 -3.065210 1.303366  -1.53
3 C -4.089895 -3.582210 2.216266  0.83
4 C -4.274895 -4.728310 2.973266  -0.71
5 C -3.276695 -5.208410 3.804866  -0.68
6 C -2.066295 -4.542910 3.884766  -1.10
7 C -1.857695 -3.399710 3.135966  -0.03
8 C -2.863995 -2.911010 2.307666  0.18
9 N -2.673695 -1.778410 1.508266  -0.03
10 C -1.738995 -0.781110 1.683466  -1.20
11 N -1.478195 -0.474510 2.971666  0.38
12 C -0.511695 0.386090 3.495166  -0.37
13 C 0.475505 0.951190 2.686266  -0.15
14 C 1.424105 1.788990 3.267266  0.60
15 C 1.368805 2.080390 4.621066  -1.25
16 C 0.391405 1.494490 5.412366  -0.73
17 C -0.555395 0.636990 4.878266  0.76
18 C -1.599995 0.003090 5.758566  -1.63
19 N -1.239395 -0.173810 0.658966  2.06
20 C -1.495295 -0.668510 -0.625934  -1.43
21 C -2.567195 -0.192710 -1.381434  -0.13
22 C -2.786095 -0.696210 -2.651334  -1.20
23 C -1.951095 -1.675010 -3.165134  -0.99
24 C -0.879795 -2.135410 -2.416834  -0.08
25 C -0.632395 -1.647210 -1.146234  1.32
26 C 0.554805 -2.063110 -0.347534  0.34
27 H -6.095495 -3.586710 1.482866  0.43
28 H -4.882395 -3.218810 0.259066  0.30
29 H -5.317095 -1.997910 1.452866  0.33
30 H -5.219295 -5.250110 2.913666  0.38
31 H -3.439695 -6.103410 4.384266  0.40
32 H -1.274895 -4.914710 4.518566  0.42
33 H -0.900995 -2.900210 3.173366  0.56
34 H -3.047595 -1.836210 0.569966  0.48
35 H -2.080295 -0.920310 3.650266  0.35
36 H 2.225005 2.215190 2.667866  0.44
37 H 2.093005 2.746190 5.068966  0.45
38 H 0.365705 1.708590 6.470866  0.34
39 H -1.502295 0.378490 6.774666  0.38
40 H -1.493495 -1.084010 5.791066  0.32
41 H -2.603995 0.244990 5.406366  0.39
42 H -3.195095 0.588890 -0.973534  0.51
43 H -3.608095 -0.323510 -3.244234  0.48
44 H -2.122695 -2.069010 -4.155834  0.48
45 H -0.207295 -2.868510 -2.835234  0.36
46 H 1.103905 -2.841810 -0.861334  -0.95
47 H 0.269905 -2.416610 0.642166  0.04
48 H 1.206905 -1.194810 -0.215334  -0.08
49 C 2.128405 0.735390 -6.032834  -1.33
50 C 1.382605 -0.136710 -5.020834  0.18
51 C 0.779405 0.654790 -3.921334  0.03
52 N 0.945205 0.472790 -2.669134  -0.69
53 N 0.235405 1.282190 -1.880634  1.10
54 C -0.516095 2.125290 -2.538034  0.09
55 N -1.349295 2.994290 -1.974034  -0.16
56 S -0.359695 1.962790 -4.274834  -0.33
57 H 2.466505 0.129590 -6.871434  0.42
58 H 2.993505 1.203090 -5.567334  0.31
59 H 1.473105 1.515590 -6.418534  0.42
60 H 2.052605 -0.871410 -4.576534  -0.48
61 H 0.580105 -0.677910 -5.533134  0.36
62 H -1.650495 2.806390 -1.012834  -0.11
63 H -1.882895 3.622690 -2.546334  0.25
64 Br -2.079295 9.017390 0.647266  -0.19
65 C -2.819095 7.262490 0.727966  -0.11
66 C -4.180595 7.098690 0.522566  -0.32
67 C -4.724995 5.825190 0.575466  -0.63
68 C -3.912795 4.732090 0.817866  -0.39
69 C -2.545295 4.908990 1.003466  0.38
70 C -1.990695 6.182790 0.965966  -0.37
71 C -1.628195 3.728690 1.062466  0.90
72 O -0.442495 3.863190 1.402366  -0.86
73 O -2.088195 2.625690 0.640266  -0.80
74 H -4.807195 7.952690 0.313766  0.41
75 H -5.784195 5.688490 0.408966  0.39
76 H -4.320195 3.732890 0.857066  0.42
77 H -0.926995 6.296090 1.107366  0.53
78 C 2.346705 -5.251110 -1.508734  -1.50
79 C 3.177705 -4.004910 -1.606234  0.39
80 C 3.953205 -3.557010 -0.542734  -0.52
81 C 4.715805 -2.404410 -0.652334  -0.46
82 C 4.718005 -1.714610 -1.846234  -0.27
83 C 3.959505 -2.139410 -2.920134  -0.54
84 C 3.182305 -3.274010 -2.792534  -0.15
85 S 5.726905 -0.259910 -2.076934  1.43
86 O 6.441205 -0.408010 -3.312034  -0.76
87 O 6.508305 0.009490 -0.901334  -0.69
88 N 4.575905 0.955690 -2.311234  0.09
89 C 4.832105 2.170790 -1.569334  -1.19
90 C 4.433805 2.067090 -0.093734  -0.55
91 C 2.929605 1.832990 -0.011234  0.54
92 O 2.164705 2.808090 -0.188334  -0.79
93 O 2.507605 0.670290 0.190066  -0.40
94 H 2.237805 -5.573310 -0.477234  0.34
95 H 2.808105 -6.056910 -2.079334  0.41
96 H 1.356505 -5.085610 -1.929234  0.28
97 H 3.962705 -4.115110 0.380666  0.39
98 H 5.316905 -2.039310 0.166466  0.50
99 H 4.011605 -1.580610 -3.841934  0.60
100 H 2.572905 -3.610110 -3.618734  0.40
101 H 3.644505 0.598390 -2.138834  -0.10
102 H 4.288105 2.990990 -2.047534  0.50
103 H 5.903405 2.360690 -1.641834  0.45
104 H 4.676205 3.001890 0.410966  0.49
105 H 4.965805 1.233790 0.366266  0.32

Cartesian forces, eV/Å:
Ru 0.2126 -0.0582 0.4706
C 0.0512 -0.0480 0.0532
C 0.0488 0.1359 0.0307
C 0.1158 0.0152 0.0205
C 0.0055 -0.0987 0.0843
C -0.0669 -0.0060 0.0272
C 0.0525 -0.0166 -0.0709
C -0.0024 -0.3735 0.3326
N -0.1119 0.1448 -0.3415
C -0.2476 -0.0969 -0.3166
N -0.4193 -0.1100 0.1220
C 0.6266 0.3819 -0.0394
C -0.1884 0.4312 -0.4833
C 0.0255 -0.1133 0.2417
C 0.1620 -0.0569 0.0560
C 0.0584 0.0607 -0.1470
C 0.0218 -0.1159 -0.1578
C 0.1408 0.1097 -0.1094
N 0.6780 0.7560 0.3716
C -0.4192 -0.6889 -0.5967
C 0.2105 -0.0451 0.3070
C -0.0565 -0.0392 -0.1807
C -0.0069 0.0352 -0.0843
C -0.1098 0.0465 0.0107
C -0.3008 0.2305 0.1749
C 0.0163 0.1446 -0.0374
H -0.0833 -0.0204 -0.0390
H -0.0554 0.0287 -0.1275
H -0.0540 0.0755 -0.0210
H -0.0895 -0.0376 -0.0264
H -0.0403 -0.0966 0.0679
H 0.0447 -0.0395 0.0485
H 0.0735 0.0067 -0.0065
H 0.1122 0.0697 0.0826
H 0.0620 0.0548 -0.2124
H -0.0976 0.0609 0.0042
H 0.0539 0.0344 0.0075
H -0.0333 0.0210 0.1191
H -0.0470 -0.0374 0.0316
H -0.0609 -0.0510 0.0168
H -0.1243 -0.0390 0.0501
H -0.0366 0.0196 0.0788
H -0.0938 0.0419 -0.0473
H -0.0371 -0.0294 -0.1038
H 0.1143 -0.1549 -0.0532
H 0.0836 -0.0674 -0.0040
H 0.0245 -0.0756 0.1083
H 0.1409 -0.1375 0.0649
C -0.0453 -0.1666 0.0963
C 0.1296 -0.0056 -0.2439
C -0.4295 0.4565 -0.2087
N 1.0149 -0.9693 -0.3334
N -0.8328 1.0292 1.0820
C 0.1889 -0.2447 -1.0793
N -0.1637 0.2604 0.1890
S 0.2551 -0.2342 0.6156
H 0.0452 0.0203 -0.0367
H 0.0486 0.0722 -0.0005
H 0.0372 0.0611 -0.0788
H -0.0685 -0.0214 0.0564
H 0.0366 -0.0538 0.0664
H -0.2836 0.1987 -0.1415
H -0.0391 -0.0464 0.0649
Br -0.0654 -0.2048 0.0173
C -0.0184 0.2431 -0.0222
C 0.0623 0.0686 -0.0126
C 0.0070 -0.0139 0.0439
C 0.1110 -0.0878 0.0328
C -0.0304 0.1472 -0.0823
C -0.0436 -0.0318 0.0882
C -0.3757 0.1124 0.0070
O 0.7397 -0.2429 -0.1045
O 0.2417 -0.5776 -0.1441
H -0.0005 0.0745 0.0138
H -0.0509 0.0121 0.0361
H -0.0069 -0.0612 -0.0664
H 0.0716 0.0509 -0.0112
C 0.0848 0.0429 -0.0201
C 0.1010 0.0637 -0.0544
C -0.0197 -0.0151 -0.1134
C 0.1008 0.0825 0.1180
C 0.2550 0.5506 -0.0444
C -0.0527 -0.0781 -0.1555
C 0.0558 0.0482 0.0576
S -0.2396 0.0890 -0.4895
O -0.1452 -0.1192 -0.0752
O -0.1829 -0.1149 0.2166
N 0.2717 -0.9586 -0.0423
C 0.3336 0.4736 0.4058
C -0.3725 -0.0462 -0.1004
C 1.1763 -0.2709 -0.0328
O -1.1326 0.5185 0.3375
O -0.5947 -0.1896 0.2866
H -0.0255 -0.0689 0.0764
H 0.0194 -0.0877 0.0180
H -0.1152 -0.0085 0.0024
H -0.0250 -0.0571 0.1433
H 0.0245 -0.0049 0.1109
H -0.0368 -0.0293 -0.1655
H -0.0525 -0.0251 -0.1476
H -0.2483 -0.2294 0.0145
H 0.1093 -0.0977 0.0037
H -0.0822 0.2500 -0.0087
H -0.0089 0.0138 0.0245
H -0.0867 0.1711 0.0135

As for the multiplicity: 6. The expectation value of S² is 8.758. Its total charge is 0. The calculation puts the energy above the lowest of the compared OMol25 structures with the same formula, charge and spin at 14.3 kcal/mol. As for the HOMO energy (alpha / beta): -7.519 / -8.231 eV. Its LUMO energy (alpha / beta) is 0.26 / -1.10 eV. The value obtained for the frontier orbital gap (alpha / beta) is 7.778 / 7.134 eV. As for the maximum force: 1.710 eV/Å.